[1]
This record from OMol25 describes the molecule C2H4N2O2 in a non-equilibrium geometry. The level of theory is the ωB97M-V functional and the def2-TZVPD basis.

Geometry as XYZ:
```
10
Properties=species:S:1:pos:R:3:nbo_charge:R:1
O -1.26 -1.06 0.08 -0.474
N -1.78 0.10 -0.03 -0.068
C -0.96 1.08 -0.01 -0.120
C 0.40 0.75 -0.12 -0.095
N 1.00 -0.48 -0.16 -0.023
O 2.34 -0.32 0.09 -0.539
H -2.03 -1.77 0.05 0.491
H -1.35 2.04 0.37 0.225
H 0.90 1.81 0.09 0.158
H 2.64 0.66 0.21 0.444
```

Calculated values
energy	-9208.296	eV
relative energy (zero: lowest compared OMol25 entry of this formula, charge and spin)	668.4	kJ/mol
HOMO-LUMO gap	8.92	eV
largest force on an atom	5.718	eV Å⁻¹

[2]
This record from OMol25 describes an isolated ion of composition C6H10N and charge +1 in a non-equilibrium geometry. The level of theory is the ωB97M-V functional and the def2-TZVPD basis.

Geometry as XYZ:
```
17
Properties=species:S:1:pos:R:3:nbo_charge:R:1
C -1.66 1.55 -0.18 -0.602
C -0.63 0.49 -0.48 -0.223
C -0.23 -0.51 0.52 -0.096
N -0.23 -2.01 -0.02 -0.725
C 0.91 0.29 0.02 -0.111
C 2.31 0.14 -0.36 -0.173
C 2.30 0.75 0.81 -0.090
H -2.60 1.25 -0.48 0.227
H -1.39 2.49 -0.51 0.241
H -1.83 1.50 0.93 0.205
H -0.59 0.25 -1.54 0.229
H -0.73 -0.31 1.45 0.251
H 0.04 -2.73 0.76 0.464
H 0.20 -2.24 -0.91 0.445
H -1.22 -2.11 -0.34 0.440
H 2.78 -0.35 -1.19 0.239
H 2.57 1.55 1.52 0.277
```

Calculated values
energy	-7862.172	eV
charge	+1
relative energy (zero: lowest compared OMol25 entry of this formula, charge and spin)	402.9	kJ/mol
HOMO-LUMO gap	9.32	eV
largest force on an atom	4.081	eV Å⁻¹

[3]
This record from OMol25 describes a 5-piece molecular cluster, C29H68O10S overall in a non-equilibrium geometry. The level of theory is the ωB97M-V functional and the def2-TZVPD basis.

Geometry as XYZ:
```
108
Properties=species:S:1:pos:R:3:mulliken_charge:R:1
C 1.43 -1.56 1.57 -1.207
C 2.17 -0.22 1.99 -0.028
C 1.16 0.95 1.73 -0.134
C 1.72 2.14 0.89 -0.598
C 2.26 1.78 -0.54 -0.673
C 1.69 0.48 -1.17 0.257
C 1.70 0.50 -2.75 -0.945
C 0.88 -0.69 -3.33 -0.900
C -0.66 -0.54 -2.95 -0.315
O -0.95 0.86 -2.72 -0.342
S -2.12 1.05 -1.55 0.848
O -1.73 0.41 -0.26 -0.657
O -2.15 2.71 -1.19 -0.352
C -3.25 2.91 -0.27 -0.475
O -4.32 2.09 -0.70 -0.324
C -4.98 1.48 0.40 -0.348
O -5.99 0.61 -0.04 -0.458
C -5.44 -0.42 -0.86 -0.046
C -4.56 -1.45 -0.09 -0.096
O -5.36 -2.31 0.74 -0.564
H 0.38 -1.58 1.97 0.267
H 1.98 -2.43 2.01 0.413
H 1.36 -1.67 0.48 0.157
H 2.43 -0.36 3.05 0.237
H 3.05 -0.15 1.32 0.131
H 0.18 0.60 1.33 -0.191
H 0.91 1.38 2.74 0.459
H 0.89 2.89 0.78 0.366
H 2.55 2.65 1.43 0.136
H 3.37 1.81 -0.55 0.146
H 1.95 2.62 -1.21 0.405
H 2.40 -0.34 -0.90 0.253
H 0.70 0.17 -0.79 -0.087
H 1.43 1.49 -3.16 0.398
H 2.77 0.34 -3.03 0.425
H 1.23 -1.61 -2.81 0.320
H 0.97 -0.79 -4.43 0.372
H -1.22 -0.97 -3.80 0.447
H -0.85 -1.16 -2.05 0.246
H -3.57 3.96 -0.40 0.336
H -2.90 2.69 0.76 0.354
H -4.29 0.97 1.11 0.333
H -5.51 2.28 0.97 0.329
H -6.31 -0.97 -1.29 0.153
H -4.84 -0.05 -1.72 0.186
H -3.71 -0.98 0.45 0.282
H -4.11 -2.10 -0.88 0.133
H -4.73 -2.68 1.36 0.349
C -6.98 -3.69 -2.36 -1.247
C -5.83 -3.60 -3.34 0.278
O -4.69 -4.36 -2.96 -0.381
C -4.89 -5.76 -2.84 -0.370
C -5.29 -6.42 -4.15 -1.040
H -6.63 -3.46 -1.35 0.274
H -7.77 -2.98 -2.63 0.380
H -7.42 -4.69 -2.34 0.390
H -5.49 -2.56 -3.41 -0.236
H -6.15 -3.88 -4.35 0.349
H -5.61 -5.98 -2.05 0.321
H -3.93 -6.17 -2.52 0.326
H -6.30 -6.12 -4.46 0.261
H -5.30 -7.51 -4.04 0.402
H -4.61 -6.15 -4.95 0.267
C 6.96 1.96 1.03 -1.134
C 6.05 2.82 1.87 -0.344
O 5.00 2.10 2.50 -0.373
C 5.40 1.10 3.42 -0.176
C 6.18 1.64 4.61 -1.181
H 6.38 1.35 0.33 0.260
H 7.66 2.58 0.46 0.422
H 7.55 1.27 1.64 0.287
H 5.56 3.56 1.23 0.371
H 6.62 3.39 2.61 0.343
H 5.97 0.31 2.91 0.326
H 4.48 0.64 3.78 0.148
H 7.16 2.02 4.31 0.295
H 6.34 0.86 5.35 0.423
H 5.64 2.47 5.08 0.325
C 7.59 1.88 9.77 -1.108
C 7.33 2.69 8.51 -0.315
O 6.07 2.43 7.93 -0.338
C 4.93 2.74 8.72 -0.331
C 4.82 4.21 9.08 -1.089
H 7.42 0.82 9.58 0.302
H 8.63 2.02 10.10 0.395
H 6.94 2.19 10.59 0.263
H 8.07 2.43 7.76 0.329
H 7.45 3.77 8.70 0.305
H 4.92 2.11 9.62 0.300
H 4.06 2.45 8.13 0.335
H 5.61 4.51 9.77 0.267
H 3.87 4.41 9.57 0.393
H 4.90 4.83 8.19 0.293
C -3.42 -1.52 -9.18 -1.116
C -3.53 -2.20 -7.82 -0.254
O -2.83 -1.52 -6.79 -0.391
C -3.28 -0.21 -6.50 -0.105
C -4.72 -0.16 -6.01 -0.911
H -2.38 -1.31 -9.42 0.288
H -3.85 -2.15 -9.96 0.405
H -3.96 -0.57 -9.18 0.267
H -3.07 -3.19 -7.89 0.348
H -4.57 -2.36 -7.54 0.244
H -3.13 0.45 -7.36 0.327
H -2.63 0.16 -5.70 0.126
H -5.42 -0.43 -6.81 0.338
H -4.97 0.84 -5.67 0.416
H -4.88 -0.87 -5.19 0.049
```

Calculated values
energy	-62480.969	eV
relative energy (zero: lowest compared OMol25 entry of this formula, charge and spin)	103.6	kJ/mol
HOMO-LUMO gap	10.25	eV
largest force on an atom	2.371	eV Å⁻¹

[4]
This record from OMol25 describes C6H11NO2 as an isolated structure in a non-equilibrium geometry. The level of theory is the ωB97M-V functional and the def2-TZVPD basis.

Geometry as XYZ:
```
20
Properties=species:S:1:pos:R:3:nbo_charge:R:1
C 1.79 0.41 0.16 -0.664
C -0.54 -0.63 -1.04 -0.513
C -1.46 1.05 1.71 -0.419
C 0.08 -1.37 -2.23 -0.594
N -0.13 0.51 1.43 -0.587
C 0.30 -0.83 0.20 0.687
C 0.84 1.36 0.68 0.674
O 0.51 -1.89 0.74 -0.647
O 0.51 2.45 0.29 -0.558
H 0.27 0.04 2.24 0.413
H 2.31 0.73 -0.74 0.235
H 2.37 -0.14 0.89 0.241
H -1.53 -1.03 -0.83 0.220
H -0.63 0.44 -1.26 0.218
H -1.42 1.78 2.52 0.208
H -1.83 1.54 0.81 0.225
H -2.13 0.24 2.00 0.214
H 0.19 -2.43 -2.00 0.222
H -0.56 -1.27 -3.11 0.215
H 1.06 -0.97 -2.46 0.210
```

Calculated values
energy	-11983.661	eV
relative energy (zero: lowest compared OMol25 entry of this formula, charge and spin)	251.6	kJ/mol
HOMO-LUMO gap	9.35	eV
largest force on an atom	2.255	eV Å⁻¹